C26H42GeN5O3Ru | wB97M-V/def2-TZVPD

XYZ file:
```
78
C26H42GeN5O3Ru, DFT wB97M-V/def2-TZVPD
Ru 0.17 0.01 0.30
N 0.40 0.58 2.54
C 0.51 2.01 2.88
C 1.40 2.68 1.84
N 0.87 2.45 0.48
C -0.29 3.34 0.22
C -1.41 2.69 -0.59
N -1.72 1.38 -0.01
C 1.94 2.66 -0.51
C 1.48 2.23 -1.89
N 0.86 0.89 -1.80
H -0.37 0.14 3.04
H 1.22 0.07 2.85
H 0.93 2.16 3.87
H -0.49 2.44 2.88
H 2.40 2.24 1.89
H 1.50 3.75 2.05
H 0.05 4.26 -0.28
H -0.70 3.65 1.18
H -1.14 2.54 -1.63
H -2.27 3.36 -0.58
H -2.41 0.85 -0.55
H -2.16 1.49 0.91
H 2.80 2.06 -0.21
H 2.26 3.71 -0.53
H 2.33 2.23 -2.58
H 0.76 2.93 -2.29
H 1.53 0.17 -2.06
H 0.11 0.80 -2.48
C 3.06 -3.26 0.10
C 2.78 -1.82 -0.31
C 3.68 -1.38 -1.46
C 2.99 -0.91 0.89
O 1.37 -1.68 -0.72
H 4.08 -3.34 0.48
H 2.97 -3.95 -0.73
H 2.38 -3.55 0.90
H 4.72 -1.52 -1.20
H 3.54 -0.32 -1.69
H 3.49 -1.96 -2.37
H 4.04 -0.86 1.15
H 2.44 -1.30 1.75
H 2.68 0.12 0.66
Ge 0.60 -2.88 -1.95
C -0.32 -1.65 -3.13
C 0.34 -1.27 -4.30
C -0.19 -0.28 -5.13
C -1.39 0.33 -4.79
C -2.06 -0.05 -3.64
C -1.53 -1.04 -2.81
C -0.49 -4.21 -1.07
C -1.85 -4.29 -1.42
C -2.63 -5.33 -0.94
C -2.07 -6.31 -0.13
C -0.73 -6.24 0.21
C 0.06 -5.20 -0.26
H 1.82 -3.46 -2.66
H 1.27 -1.75 -4.59
H 0.33 -0.01 -6.04
H -1.80 1.09 -5.43
H -3.02 0.39 -3.39
H -2.09 -1.33 -1.93
H -2.29 -3.56 -2.08
H -3.67 -5.40 -1.23
H -2.68 -7.13 0.23
H -0.28 -7.01 0.83
H 1.11 -5.19 -0.01
O -3.59 -0.82 -0.20
C -2.89 -1.50 0.51
C -3.32 -2.67 1.38
C -2.03 -3.17 2.03
C -1.00 -2.19 1.55
O 0.19 -2.06 1.87
N -1.51 -1.31 0.65
H -3.80 -3.41 0.75
H -4.06 -2.31 2.09
H -1.74 -4.17 1.71
H -2.05 -3.18 3.12
```

The multiplicity is 6. The LUMO energy (spin up / spin down) is -4.67 / -7.65 eV. The calculation puts the HOMO energy (spin up / spin down) at -14.4 / -14.4 eV. The charge is +2. The electronic energy is -100321.578 eV.


C26H42N3Re | wB97M-V/def2-TZVPD

XYZ file:
```
72
C26H42N3Re, DFT wB97M-V/def2-TZVPD
C 1.04 -2.72 0.20
C 2.01 -2.06 -0.64
C 1.42 -1.88 -1.92
C 0.07 -2.35 -1.88
C -0.17 -2.90 -0.57
Re 0.30 -0.92 -0.37
C -2.43 1.83 -0.99
C -2.28 1.04 0.29
H -2.89 1.40 1.12
C -1.77 -0.24 0.31
H -2.47 -0.86 -0.26
H -1.60 -0.64 1.33
C -3.21 3.09 -0.68
H -2.67 3.67 0.08
H -3.28 3.66 -1.59
H -4.18 2.80 -0.31
C -3.04 1.09 -2.24
H -2.67 0.08 -2.42
H -4.10 1.13 -2.27
H -2.71 1.65 -3.10
C 3.40 -1.67 -0.26
H 3.47 -1.43 0.80
H 4.11 -2.48 -0.47
H 3.74 -0.79 -0.83
C 2.24 -1.46 -3.12
H 2.55 -0.41 -3.02
H 3.17 -2.05 -3.18
H 1.69 -1.57 -4.06
C -0.91 -2.48 -3.03
H -0.62 -1.87 -3.89
H -1.00 -3.53 -3.36
H -1.92 -2.17 -2.71
C -1.39 -3.64 -0.12
H -2.28 -3.31 -0.67
H -1.26 -4.71 -0.29
H -1.55 -3.49 0.95
C 1.31 -3.26 1.55
H 0.38 -3.37 2.12
H 1.77 -4.25 1.47
H 2.00 -2.62 2.10
C -0.31 1.05 -1.90
C -1.19 2.16 -1.65
C 0.17 1.00 -3.21
C -0.76 3.38 -2.17
H 0.18 0.70 -0.98
C 0.26 2.19 -3.94
H 0.44 0.06 -3.75
C -0.07 3.38 -3.38
H -1.07 4.34 -1.74
H 0.62 2.16 -4.99
H 0.07 4.33 -3.91
C 2.85 2.07 2.37
N 1.67 1.47 2.99
C 1.55 1.65 4.43
C 0.84 0.71 2.29
N 1.09 0.55 0.99
N -0.27 0.12 2.92
C -0.03 -1.04 3.79
C -1.36 0.97 3.40
H 3.46 2.53 3.16
H 2.57 2.86 1.65
H 3.48 1.31 1.86
H 0.61 2.15 4.70
H 1.62 0.70 4.98
H 2.37 2.29 4.77
H 1.84 1.14 0.65
H -0.07 -0.76 4.86
H -0.80 -1.80 3.60
H 0.96 -1.49 3.57
H -1.27 2.00 3.01
H -2.32 0.56 3.06
H -1.39 1.00 4.51
```

The multiplicity is 4. The LUMO energy (spin up / spin down) is -2.09 / -3.55 eV. The calculation puts the HOMO energy (spin up / spin down) at -8.9 / -10.2 eV. The charge is +1. The electronic energy is -34231.364 eV.


C26H42NO2PtSbSi | wB97M-V/def2-TZVPD

XYZ file:
```
74
C26H42NO2PtSbSi, DFT wB97M-V/def2-TZVPD
Pt -0.23 0.09 -0.76
O -0.36 -2.43 2.56
C -0.53 -1.65 1.64
O 0.38 -1.25 0.82
C -1.92 -1.08 1.41
C -2.97 -1.40 2.26
C -4.22 -0.86 2.01
C -4.38 -0.02 0.91
C -3.29 0.25 0.11
N -2.09 -0.27 0.35
H -2.77 -2.06 3.09
H -5.05 -1.09 2.65
H -5.34 0.42 0.68
H -3.36 0.91 -0.75
C -0.64 2.39 1.81
Si 0.09 2.28 0.07
C -0.76 3.57 -1.02
C 1.93 2.66 0.14
C 2.51 3.75 -0.50
C 3.88 3.94 -0.51
C 4.71 3.04 0.15
C 4.15 1.95 0.81
C 2.78 1.77 0.80
H -0.47 3.38 2.24
H -0.20 1.65 2.48
H -1.72 2.21 1.79
H -0.69 4.57 -0.58
H -1.82 3.34 -1.14
H -0.33 3.61 -2.02
H 1.88 4.46 -1.03
H 4.31 4.79 -1.02
H 5.78 3.19 0.15
H 4.79 1.25 1.32
H 2.37 0.89 1.30
C 3.39 1.07 -2.99
C 2.35 0.36 -3.87
C 3.06 -0.19 -5.10
C 1.31 1.39 -4.31
Sb 1.32 -1.06 -2.56
C 0.02 -2.30 -3.82
C -1.17 -1.43 -4.22
C 0.67 -2.88 -5.07
C -0.52 -3.45 -2.96
C 2.87 -2.32 -1.69
C 3.41 -1.54 -0.48
C 4.02 -2.63 -2.65
C 2.27 -3.62 -1.17
H 3.80 1.91 -3.55
H 4.22 0.42 -2.73
H 2.95 1.46 -2.07
H 3.51 0.65 -5.64
H 2.39 -0.70 -5.79
H 3.86 -0.88 -4.85
H 1.83 2.22 -4.79
H 0.74 1.78 -3.47
H 0.61 0.98 -5.04
H -0.88 -0.58 -4.85
H -1.69 -1.03 -3.34
H -1.88 -2.03 -4.79
H 0.92 -2.10 -5.80
H -0.03 -3.56 -5.56
H 1.58 -3.45 -4.85
H -0.90 -3.09 -1.99
H 0.22 -4.22 -2.77
H -1.36 -3.91 -3.49
H 3.83 -0.57 -0.74
H 4.22 -2.13 -0.03
H 2.64 -1.40 0.27
H 4.59 -1.74 -2.91
H 3.68 -3.11 -3.57
H 4.71 -3.32 -2.16
H 1.39 -3.46 -0.55
H 3.02 -4.12 -0.55
H 2.03 -4.31 -1.98
```

The multiplicity is 3. The LUMO energy (spin up / spin down) is 0.24 / -0.77 eV. The calculation puts the HOMO energy (spin up / spin down) at -6.2 / -8.3 eV. The electronic energy is -50890.816 eV.


Energy above the lowest of the compared OMol25 structures with the same formula, charge and spin
In order: 0.0, 323.1, 0.0
Unit: kJ/mol